Run 1
Density functional theory data (ωB97M-V/def2-TZVPD) for a molecular structure, C2H4N4.

Computed properties:
HOMO level = -8.9 eV
HOMO-LUMO gap = 9.83 eV

Positions of all 10 atoms, in Å:
C  1.2129  0.9757  -0.2022
C  -1.0442  0.0824  0.1080
N  1.8046  -0.1687  -0.3189
N  0.2405  0.5599  0.7211
N  0.7977  -0.7507  0.5686
N  -0.3604  -1.1182  -0.2077
H  1.4561  1.9924  -0.5745
H  -1.7967  -0.0292  0.7965
H  -1.4786  0.4329  -0.8843
H  -0.8319  -1.9765  -0.0065

Löwdin population analysis, charges in e, atoms 1 to 2:
1 C -0.177
2 C -0.181

Run 2
Density functional theory data (ωB97M-V/def2-TZVPD) for a molecular structure, C2H4N4.

Computed properties:
HOMO level (spin up / spin down) = -8.4 / -8.4 eV
HOMO-LUMO gap (spin up / spin down) = 9.02 / 9.02 eV

Positions of all 10 atoms, in Å:
N  -1.5061  0.4000  -0.7569
C  -0.2625  0.2918  -0.1849
N  0.8107  0.3322  -0.8836
N  1.7533  -0.4479  -0.3714
N  1.1186  -0.7537  1.3412
C  -0.0061  -0.1791  1.2125
H  -2.2704  0.1098  -0.1700
H  -1.5411  0.0213  -1.6967
H  2.6298  0.1059  -0.4907
H  -0.7262  0.1196  2.0006

Löwdin population analysis, charges in e, atoms 1 to 2:
1 N 0.107
2 C -0.433

Run 3
Density functional theory data (ωB97M-V/def2-TZVPD) for a molecular structure, C2H4N4.

Computed properties:
HOMO level = -8.3 eV
HOMO-LUMO gap = 8.99 eV

Positions of all 10 atoms, in Å:
N  0.4061  1.5978  -0.2545
C  0.1408  0.4310  0.3292
C  0.5535  -0.5320  1.1227
N  0.4642  -1.7279  0.3439
N  -0.4299  -1.7659  -0.5403
N  -0.9050  -0.6318  -0.9502
H  -0.1637  1.7988  -1.0564
H  0.9220  2.3472  0.1861
H  0.8676  -0.6709  2.1612
H  -1.8556  -0.8464  -1.3418

Löwdin population analysis, charges in e, atoms 1 to 2:
1 N 0.109
2 C -0.173

Run 4
Density functional theory data (ωB97M-V/def2-TZVPD) for a single C2H4N4 molecule.

Computed properties:
HOMO level = -9.5 eV
SMILES string = Nc1ncn[nH]1
HOMO-LUMO gap = 10.39 eV

Positions of all 10 atoms, in Å:
N  -1.7909  -0.1091  -0.1755
C  -0.3934  -0.1076  -0.1219
N  0.4452  -1.1207  -0.0481
C  1.6479  -0.4934  0.0776
N  1.6045  0.8234  0.0841
N  0.2816  1.0521  -0.0606
H  -2.1617  -0.0088  0.7649
H  -2.1229  -0.9904  -0.5485
H  2.5832  -1.0283  0.1905
H  -0.0936  1.9829  -0.1625

Löwdin population analysis, charges in e, atoms 1 to 2:
1 N 0.106
2 C -0.475

In terms of stability, run 4 leads; the second structure lies 0.1170 hartree higher.

Run 1
Density functional theory data (ωB97M-V/def2-TZVPD) for a single C2H4N4 molecule.

Computed properties:
HOMO level = -8.5 eV
SMILES string = Nc1ncn[nH]1
HOMO-LUMO gap = 9.10 eV

Positions of all 10 atoms, in Å:
N  -1.6756  -0.0117  -0.2255
C  -0.3989  -0.2019  0.0627
N  0.5105  -1.2247  0.0339
C  1.6931  -0.5661  -0.1315
N  1.6223  0.8897  -0.1587
N  0.2688  1.0232  -0.0024
H  -2.1536  -1.0087  -0.4432
H  -2.0105  0.3885  0.5997
H  2.5350  -1.2235  0.0942
H  -0.3911  1.9351  0.1706

Löwdin population analysis, charges in e, atoms 1 to 2:
1 N 0.091
2 C -0.506

Run 2
Density functional theory data (ωB97M-V/def2-TZVPD) for a single C2H4N4 molecule.

Computed properties:
HOMO level = -9.6 eV
SMILES string = Nc1cnn[nH]1
HOMO-LUMO gap = 10.16 eV

Positions of all 10 atoms, in Å:
N  -1.4248  0.4293  0.0533
C  -0.0840  -0.0084  -0.0360
C  0.7595  0.8995  0.4702
N  2.0482  0.3310  0.3779
N  1.9316  -0.8573  -0.1460
N  0.6294  -1.0933  -0.4122
H  -2.0284  -0.0853  0.6642
H  -1.8612  0.7772  -0.7794
H  -0.3104  1.5615  0.6580
H  0.3400  -1.9541  -0.8502

Löwdin population analysis, charges in e, atoms 1 to 2:
1 N 0.051
2 C -0.453

In terms of stability, run 1 leads; the second structure lies 0.0570 hartree higher.

Run 1
Density functional theory data (ωB97M-V/def2-TZVPD) for a single CH2N2OS2 molecule.

Computed properties:
HOMO level (spin up / spin down) = -9.0 / -9.0 eV
HOMO-LUMO gap (spin up / spin down) = 7.85 / 7.85 eV

Positions of all 8 atoms, in Å:
C  -0.4023  1.2285  0.2267
N  1.5417  0.8166  -0.6841
N  0.4182  -1.0472  0.5834
O  -1.7234  -0.6554  -1.1924
S  1.8209  -0.4690  -0.0704
S  -1.1597  -0.2967  0.1458
H  -0.8854  2.0846  -0.3706
H  0.3899  -1.6613  1.3615

Löwdin population analysis, charges in e, atoms 1 to 2:
1 C -0.253
2 N -0.377

Run 2
Density functional theory data (ωB97M-V/def2-TZVPD) for a single CH2N2OS2 molecule.

Computed properties:
HOMO level (spin up / spin down) = -8.8 / -8.8 eV
HOMO-LUMO gap (spin up / spin down) = 7.87 / 7.87 eV

Positions of all 8 atoms, in Å:
C  -0.2658  0.5301  1.3762
N  -1.6153  0.5382  -0.5050
N  0.8864  0.4237  -0.7998
O  0.2005  -1.9128  0.3202
S  -0.5931  0.6107  -1.5306
S  0.8790  -0.7193  0.6819
H  -1.0883  0.2258  1.9857
H  1.5966  0.3036  -1.5287

Löwdin population analysis, charges in e, atoms 1 to 2:
1 C -0.154
2 N -0.381

In terms of stability, run 1 leads; the second structure lies 0.0164 hartree higher.

Run 1
Density functional theory data (ωB97M-V/def2-TZVPD) for a single C3H3N3O molecule.

Computed properties:
HOMO level = -9.5 eV
SMILES string = O=c1nccn[nH]1
HOMO-LUMO gap = 8.92 eV

Positions of all 10 atoms, in Å:
O  -1.5169  2.1669  -0.5702
C  -0.7166  1.3260  -0.3257
N  0.6062  1.3273  -0.1450
C  1.2616  0.2169  0.1332
C  0.7468  -1.0674  0.3015
N  -0.5465  -1.3421  0.1696
N  -1.3110  -0.3505  -0.1461
H  2.3358  0.3368  0.2567
H  1.4101  -1.8861  0.5491
H  -2.2694  -0.7278  -0.2231

Löwdin population analysis, charges in e, atoms 1 to 2:
1 O 0.114
2 C -0.380

Run 2
Density functional theory data (ωB97M-V/def2-TZVPD) for a single C3H3N3O molecule.

Computed properties:
HOMO level = -8.6 eV
HOMO-LUMO gap = 8.30 eV

Positions of all 10 atoms, in Å:
O  -1.5372  1.2264  0.0007
C  -0.4673  0.4277  0.0302
C  -0.0618  -0.1396  1.2372
N  0.8850  -1.0724  1.2753
N  1.5213  -1.4717  0.1950
C  1.3309  -0.8868  -1.0017
N  0.3014  0.0757  -1.0200
H  -1.6744  1.6112  -0.8747
H  -0.5243  0.1138  2.1866
H  0.2265  0.1158  -2.0286

Löwdin population analysis, charges in e, atoms 1 to 2:
1 O 0.127
2 C -0.325

In terms of stability, run 1 leads; the second structure lies 0.0799 hartree higher.